Entry 1:
14
Properties=species:S:1:pos:R:3:nbo_charge:R:1 method="wB97M-V/def2-TZVPD" relative_energy_kcal_mol=36.0 smiles="CCN[P@](O)(=S)Cl"
C 1.6289 1.0573 -0.9569 -0.62
C 0.9700 0.5803 0.3430 -0.28
N 0.5563 -0.7964 0.3269 -0.74
P -1.5820 -0.8755 0.8919 1.44
O -2.2545 -1.8806 -0.1424 -1.00
S -2.3083 0.8807 0.9695 -0.51
Cl -1.5402 -1.8500 2.6160 -0.20
H 2.2736 0.2115 -1.3184 0.21
H 0.9334 1.2567 -1.8092 0.21
H 2.2451 1.9802 -0.7683 0.22
H 1.4353 0.8272 1.2211 0.20
H -0.0064 1.1786 0.3544 0.20
H 0.1947 -1.0879 -0.6863 0.34
H -2.5458 -1.4822 -1.0412 0.54



Entry 2:
12
Properties=species:S:1:pos:R:3:nbo_charge:R:1 method="wB97M-V/def2-TZVPD" relative_energy_kcal_mol=88.7
C -1.1011 -0.1407 -0.8854 -0.25
C 2.5445 -0.3811 0.8382 -0.89
O 0.0215 -0.4422 -0.1122 -0.91
Si 0.8897 0.5326 0.9051 1.44
Cl 3.1976 0.0339 -0.7088 -0.04
H -0.8119 0.8472 -1.4058 0.16
H -1.9266 0.2639 -0.2560 0.18
H -1.0896 -1.0556 -1.4769 0.22
H 3.3684 -0.0405 1.6238 0.24
H 2.5075 -1.5198 0.7946 0.26
H 0.1628 0.4550 2.3089 -0.22
H 0.9013 1.9333 0.5959 -0.20



Entry 3:
12
Properties=species:S:1:pos:R:3:nbo_charge:R:1 method="wB97M-V/def2-TZVPD" relative_energy_kcal_mol=65.4
C -0.9108 -1.3568 -0.6811 -1.16
C 0.1363 1.2581 0.3301 -1.35
Si -1.0729 -0.2727 0.8207 1.09
Si 1.3762 0.4799 -0.7743 1.32
Cl 2.8644 -0.4087 0.4516 -0.40
H -0.6169 -2.4348 -0.5322 0.23
H -1.2584 -1.1159 -1.6297 0.20
H -0.3167 2.1524 -0.2416 0.27
H 0.5694 1.6054 1.1669 0.25
H -2.5126 0.3920 1.2008 -0.16
H -0.2264 -0.8687 2.0177 -0.14
H 1.9683 0.5697 -2.1289 -0.14



Entry 4:
15
Properties=species:S:1:pos:R:3:nbo_charge:R:1 method="wB97M-V/def2-TZVPD" total_charge=+1 relative_energy_kcal_mol=63.9
C 0.6031 -1.4597 0.4630 0.26
C 0.0748 0.8665 -0.1143 0.71
N -2.1086 -0.2178 0.0630 -0.05
N 1.5666 -2.3182 0.3179 -0.75
N 0.4042 2.0453 -0.5790 -0.71
N -1.1414 0.7249 0.5473 -0.47
N 0.8975 -0.1795 -0.1777 -0.62
F -2.9261 0.3964 -0.8696 -0.23
H 1.4578 -3.1652 0.8124 0.42
H 2.4716 -2.3735 -0.2649 0.39
H -0.1988 2.8633 -0.3887 0.46
H 1.4138 2.0365 -0.8672 0.43
H -1.3904 1.5945 1.0483 0.39
H -2.7577 -0.5460 0.8334 0.38
H 1.6334 -0.2677 -0.8239 0.40



Entry 5:
13
Properties=species:S:1:pos:R:3:nbo_charge:R:1 method="wB97M-V/def2-TZVPD" relative_energy_kcal_mol=8.2
C 0.2261 -1.3767 -0.1031 -0.46
C 1.3252 0.6775 -0.1139 -0.43
N 0.1456 0.0616 0.2829 -0.53
Si -1.5155 0.8642 -1.5418 0.74
I -3.6125 0.6023 -0.4153 -0.11
I -1.2114 3.0826 -2.6761 -0.14
H 0.9401 -1.7823 0.6011 0.21
H -0.8551 -1.8121 0.1084 0.19
H 0.3687 -1.5457 -1.1914 0.18
H 2.3006 0.2971 0.4157 0.19
H 1.6248 0.4385 -1.3636 0.11
H 1.3082 1.7792 0.0056 0.20
H -1.0669 -0.3121 -2.4099 -0.16



Entry 6:
13
Properties=species:S:1:pos:R:3:nbo_charge:R:1 method="wB97M-V/def2-TZVPD" total_charge=+1 relative_energy_kcal_mol=19.4 smiles="NCN(I)C=[NH2+]"
N -0.9119 -0.3093 -1.9549 -0.78
C 0.0643 -0.8041 -1.2012 0.00
N -0.0710 -0.6098 0.4658 -0.57
I -1.5076 -1.8375 1.3596 0.40
C 0.4873 0.4084 1.0662 0.34
N 0.3402 0.7908 2.3272 -0.73
H -1.0877 0.6049 -2.1730 0.40
H -1.7482 -0.7729 -1.8262 0.38
H 1.0718 -0.2694 -1.2469 0.21
H 0.2318 -2.0201 -1.3353 0.24
H 1.4356 0.9080 0.6358 0.23
H -0.2629 0.2576 2.9253 0.42
H 1.0206 1.3967 2.7852 0.44



Entry 7:
12
Properties=species:S:1:pos:R:3:nbo_charge:R:1 method="wB97M-V/def2-TZVPD" relative_energy_kcal_mol=110.1
C -1.4624 -1.4913 0.1168 -0.65
C -1.4678 0.1034 0.0807 -0.04
O -0.3803 0.8057 0.5227 -0.69
Si 2.4210 1.3888 -0.2525 0.91
I 4.0262 -0.4173 -0.0001 -0.17
H -1.5064 -1.7492 1.1658 0.21
H -2.2779 -1.8004 -0.4959 0.21
H -0.4941 -1.6232 -0.3893 0.21
H -2.3756 0.5396 0.6996 0.17
H -1.6861 0.3540 -1.0743 0.12
H 2.1708 1.9298 1.0805 -0.12
H 3.0325 1.9601 -1.4540 -0.14



Entry 8:
11
Properties=species:S:1:pos:R:3:nbo_charge:R:1 method="wB97M-V/def2-TZVPD" relative_energy_kcal_mol=54.1 smiles=[SiH3]CCI
Si 0.1502 1.2107 -1.0910 0.87
C 0.1716 0.3647 0.6048 -0.84
C -0.2834 -1.3754 0.4505 -0.52
I -0.1347 -2.3494 2.3415 0.09
H 1.5261 1.3875 -1.5580 -0.16
H -0.5108 2.5098 -0.9556 -0.16
H -0.5971 0.3794 -2.0338 -0.17
H 1.1343 0.3588 1.0988 0.24
H -0.5742 0.7627 1.2865 0.23
H -1.3000 -1.4206 0.0922 0.21
H 0.4180 -1.8280 -0.2358 0.21



Entry 9:
12
Properties=species:S:1:pos:R:3:nbo_charge:R:1 method="wB97M-V/def2-TZVPD" relative_energy_kcal_mol=45.5
C 0.6131 0.4375 -1.1410 -0.18
H 0.0523 0.4964 -2.0941 0.18
H 0.4984 1.4282 -0.6654 0.19
H 1.5709 0.4782 -1.6874 0.18
O 1.4984 -0.9368 0.1691 -1.37
Lu 3.0700 -1.5921 1.5097 0.88
H 0.2571 -1.1439 0.3151 0.55
O -0.8615 -0.4977 -0.2608 -0.69
C -1.5564 0.2003 0.7416 -0.25
H -2.4278 -0.4032 1.0270 0.19
H -0.9421 0.2962 1.6557 0.15
H -1.7723 1.2369 0.4304 0.17



Entry 10:
10
Properties=species:S:1:pos:R:3:nbo_charge:R:1 method="wB97M-V/def2-TZVPD" relative_energy_kcal_mol=72.5
C 1.1360 -0.0968 0.0336 -0.44
C -1.1204 -0.1864 0.1077 -0.41
H 0.9793 -0.8781 -0.8189 0.17
H 1.4353 -0.6125 0.9550 0.20
H 2.0320 0.5466 0.0116 0.21
H -0.1091 1.4823 -0.5654 0.35
H -2.0315 0.4648 -0.8038 0.17
H -1.5750 -0.3095 1.3299 0.22
H -0.7108 -1.1626 -0.4976 0.19
N -0.0360 0.7521 0.2480 -0.65



Entry 11:
10
Properties=species:S:1:pos:R:3:nbo_charge:R:1 method="wB97M-V/def2-TZVPD" relative_energy_kcal_mol=23.8 smiles="C=N.C"
C 2.7786 -0.3375 0.3909 -0.06
N 2.6767 -0.9757 -0.7063 -0.58
H 3.5966 -0.6108 1.0530 0.16
H 2.2148 0.5804 0.5594 0.15
H 1.8879 -0.5714 -1.2276 0.32
C -2.6199 0.3865 0.0186 -0.86
H -2.1691 1.3722 -0.0577 0.21
H -1.8906 -0.3999 -0.1753 0.22
H -3.1709 0.3872 0.9531 0.22
H -3.3042 0.1692 -0.8083 0.21



Entry 12:
10
Properties=species:S:1:pos:R:3:nbo_charge:R:1 method="wB97M-V/def2-TZVPD" total_charge=+1 relative_energy_kcal_mol=95.7 spin_multiplicity=2 s2=0.77
C -0.8447 0.4524 -0.6490 -0.62
C 0.0380 -0.4064 0.2217 0.02
N 1.1346 -0.9390 -0.3959 -0.18
H -1.4368 1.0359 0.0796 0.25
H -0.0897 1.1121 -1.0905 0.24
H -1.2871 -0.1013 -1.3964 0.28
H 0.9844 0.9770 1.4079 0.32
H -0.6790 -0.9201 0.9112 0.33
H 0.5015 0.5242 0.9720 -0.07
H 1.6789 -1.7349 -0.0605 0.42



Entry 13:
11
Properties=species:S:1:pos:R:3:nbo_charge:R:1 method="wB97M-V/def2-TZVPD" total_charge=+1 relative_energy_kcal_mol=100.9
C 2.2821 0.1282 0.2044 -0.06
C -0.3801 0.2280 -0.6662 -0.15
N 1.2165 -0.5142 0.4125 -0.37
N -1.4697 -0.5507 -0.0272 -0.72
H 3.1453 -0.3088 0.5196 0.21
H 2.3818 1.1288 -0.0540 0.19
H -0.4177 1.2509 -0.4358 0.22
H 0.1332 -0.0112 -1.6593 0.27
H -2.2419 0.1273 0.2459 0.47
H -0.8516 -0.9728 0.6386 0.49
H -1.8443 -1.2709 -0.6480 0.45



Entry 14:
11
Properties=species:S:1:pos:R:3:nbo_charge:R:1 method="wB97M-V/def2-TZVPD" total_charge=+1 relative_energy_kcal_mol=121.4
C 1.2748 -0.1590 -1.0276 -0.55
N -1.1744 -0.6878 0.9653 -0.69
C -0.4594 0.5393 0.4347 -0.21
N -0.0600 0.2101 -0.8316 0.21
H 1.7434 -0.6249 -0.1494 0.28
H 1.2761 -0.8404 -1.8808 0.29
H 1.8483 0.7585 -1.2621 0.36
H -1.8990 -0.9608 0.3083 0.39
H -1.6391 -0.4196 1.8338 0.40
H -1.2039 1.3586 0.4341 0.30
H 0.2932 0.8260 1.1752 0.21



Entry 15:
12
Properties=species:S:1:pos:R:3:nbo_charge:R:1 method="wB97M-V/def2-TZVPD" total_charge=-1 relative_energy_kcal_mol=35.4
C 0.4797 1.0127 -1.5474 -0.25
O -0.1527 1.7806 -0.5395 -0.82
H 0.0867 1.1499 -2.5678 0.13
H 0.3966 -0.0887 -1.4030 0.16
H 1.5345 1.2009 -1.6174 0.14
N -0.2475 -1.6771 0.5384 -0.91
C -0.3660 -0.4383 1.1810 0.03
N -0.3990 -0.3644 2.4385 -0.91
H -0.5480 -1.6358 -0.4523 0.36
H -0.4783 -2.5152 1.0661 0.32
H -0.1956 1.0432 0.1281 0.44
H -0.1105 0.5323 2.7751 0.32



Entry 16:
12
Properties=species:S:1:pos:R:3:nbo_charge:R:1 method="wB97M-V/def2-TZVPD" total_charge=-1 relative_energy_kcal_mol=100.9
C -0.9772 -1.3369 -0.5168 -0.64
C 0.1502 -0.6089 0.3459 -0.31
N 1.1529 2.3144 0.2983 -1.01
N 1.3310 -0.2364 -0.4773 -0.07
O 2.4588 -0.7342 -0.0404 -0.53
H -0.9503 -2.4504 -0.3639 0.19
H -1.9832 -0.9150 -0.2072 0.19
H -0.6889 -0.9553 -1.5003 0.22
H -0.2254 0.2909 0.8337 0.21
H 0.3374 -1.4212 0.9998 0.16
H 1.2333 1.9690 1.2692 0.28
H 2.0582 2.1114 -0.1640 0.31



Entry 17:
12
Properties=species:S:1:pos:R:3:nbo_charge:R:1 method="wB97M-V/def2-TZVPD" total_charge=-1 relative_energy_kcal_mol=0.0 spin_multiplicity=3 s2=2.01
C 2.0173 0.9810 -0.9186 -0.93
C -1.8915 -0.3782 0.0723 -0.47
N -0.1281 -1.0090 1.5643 0.06
N -0.4726 -0.2530 0.6543 -0.54
O -0.9167 -1.8870 2.1533 -0.55
H 2.9158 0.3218 -1.0902 0.19
H 1.5025 1.3177 -1.8222 0.19
H 2.1259 1.7285 -0.2368 0.20
H -2.4666 -0.9555 0.8391 0.20
H -2.2779 0.5726 0.0068 0.17
H -1.5853 -0.7583 -0.8571 0.18
H 1.1771 0.3194 -0.3651 0.31



Entry 18:
12
Properties=species:S:1:pos:R:3:nbo_charge:R:1 method="wB97M-V/def2-TZVPD" relative_energy_kcal_mol=0.0 spin_multiplicity=2 s2=0.76
N -1.6056 1.2260 -1.9168 -1.09
C -0.2384 -1.2977 -0.1392 -0.31
C 0.4137 -0.3331 0.7346 0.54
N 1.7867 -0.2902 0.6804 -0.82
O -0.2072 0.4174 1.4698 -0.58
H -1.1787 0.4123 -1.5042 0.36
H -2.4340 1.0206 -2.4449 0.36
H -0.9899 1.8471 -2.4242 0.37
H 0.3621 -1.9750 -0.7299 0.17
H -1.2524 -1.5691 0.0982 0.20
H 2.3131 -1.0050 0.2170 0.39
H 2.2253 0.2895 1.3725 0.40



Entry 19:
12
Properties=species:S:1:pos:R:3:nbo_charge:R:1 method="wB97M-V/def2-TZVPD" total_charge=+1 relative_energy_kcal_mol=160.7
N 1.1047 -0.1508 1.4177 -0.59
C -0.1380 -0.7435 0.8166 -0.33
C -0.2782 -0.0393 -0.5466 0.65
N -1.5224 0.4611 -0.7635 -0.79
O 0.7016 0.2399 -1.2077 -0.57
H 1.7616 -0.8847 1.6841 0.43
H 1.5372 0.2531 0.5765 0.41
H 0.9812 2.3062 1.0342 0.43
H -1.0243 -0.6811 1.4564 0.25
H 0.2426 -1.7742 0.7272 0.27
H -2.3522 0.2978 -0.2188 0.42
H -1.5413 1.2337 -1.4220 0.42



Entry 20:
12
Properties=species:S:1:pos:R:3:nbo_charge:R:1 method="wB97M-V/def2-TZVPD" total_charge=+1 relative_energy_kcal_mol=22.4 smiles="NC(=[NH2+])CO"
N -0.4720 1.4605 -0.1073 -0.74
C -0.4593 0.0679 0.0450 0.54
N -1.5778 -0.5948 0.0719 -0.71
C 0.9374 -0.7050 -0.2017 -0.11
O 2.0867 0.0207 -0.0367 -0.68
H -1.3236 2.0011 0.0879 0.43
H 0.4084 1.9195 0.0057 0.43
H -2.5613 -0.3385 -0.0303 0.46
H -1.2691 -1.5910 0.2441 0.43
H 1.0234 -1.6558 0.2849 0.21
H 0.9194 -0.9390 -1.2482 0.24
H 2.2876 0.3544 0.8846 0.50